Entry 1:
The following is a DFT calculation (ωB97M-V with the def2-TZVPD basis set) of 2 unconnected molecules or ions with the total composition CH3I2O2P in a non-equilibrium geometry.

Each line ends with the Mulliken charge.
Positions of all 9 atoms, in Å:
C  -2.1636  -0.1165  -0.3253  -0.537
O  1.2352  0.3710  1.3063  -0.298
O  -0.8248  -0.1702  0.1000  -0.176
P  -0.1319  0.8288  1.1932  0.290
I  4.0206  -1.3919  -0.2039  0.010
I  5.3908  0.8224  -0.7359  -0.022
H  -2.7686  -0.7924  0.2804  0.243
H  -2.1886  -0.4446  -1.3644  0.221
H  -2.5691  0.8935  -0.2503  0.270

Results
E, eV: -30671.5094
Multiplicity: 1
F_max, eV/A: 1.6
SMILES string: COP=O.II
Energy relative to the best compared isomer or geometry (same formula, charge and spin), kcal/mol: 22.7
Kohn-Sham gap, eV: 7.6

***

Entry 2:
The following is a DFT calculation (ωB97M-V with the def2-TZVPD basis set) of 2 unconnected molecules or ions with the total composition C4H6ClNS in a non-equilibrium geometry.

Each line ends with the Mulliken charge.
Positions of all 13 atoms, in Å:
C  -1.6945  -3.4774  0.6976  -0.600
C  -0.6069  -2.7608  0.6395  -0.228
C  -2.4712  0.2769  -0.0853  0.324
C  -2.2752  2.7922  -0.5559  -0.689
N  -2.0757  1.3667  -0.4308  -0.281
S  -0.1829  -1.9554  -0.8864  -0.152
Cl  -3.6388  -0.4553  0.7675  -0.125
H  -1.9418  -3.9983  1.6129  0.251
H  -2.3374  -3.7594  -0.1326  0.273
H  0.1625  -2.7312  1.3604  0.369
H  -2.0097  2.9638  -1.6629  0.251
H  -1.4442  3.1128  -0.0105  0.317
H  -3.3221  3.1153  -0.3253  0.289

Results
E, eV: -29088.0495
Multiplicity: 1
F_max, eV/A: 3.9
Energy relative to the best compared isomer or geometry (same formula, charge and spin), kcal/mol: 108.2
Kohn-Sham gap (spin up / spin down), eV: 8.7 / 5.8

***

Entry 3:
The following is a DFT calculation (ωB97M-V with the def2-TZVPD basis set) of 7 unconnected molecules or ions with the total composition C25H70N6O7 in a non-equilibrium geometry.

Each line ends with the Mulliken charge.
Positions of all 108 atoms, in Å:
C  -0.2246  -1.2519  -0.2411  -0.600
O  0.4972  -0.4720  0.7550  -0.496
H  0.1904  -1.4575  -1.2278  0.288
H  -0.1165  -2.2122  0.2630  0.239
H  -1.3048  -1.1080  -0.2169  0.274
H  1.3291  -0.8284  1.0750  0.293
C  -5.7187  -3.6836  -0.9639  -1.419
C  -5.3874  -4.3561  -2.2665  0.493
C  -4.9448  -5.8534  -2.0305  -0.631
O  -3.6124  -5.9884  -1.5226  -0.311
C  -3.1466  -7.3893  -1.6814  -0.738
N  -6.5459  -4.2686  -3.1553  -0.690
H  -6.5150  -4.2401  -0.4697  0.341
H  -6.0668  -2.6687  -1.1560  0.405
H  -4.7885  -3.5730  -0.4065  0.294
H  -4.4640  -3.8563  -2.5591  0.167
H  -5.1279  -6.4247  -2.9406  0.370
H  -5.6379  -6.3473  -1.3495  0.334
H  -2.5587  -7.5011  -2.5924  0.268
H  -3.9481  -8.1273  -1.6478  0.342
H  -2.4683  -7.5531  -0.8441  0.240
H  -6.8283  -3.3133  -3.3214  0.264
H  -6.1752  -4.6444  -4.0164  0.268
C  -3.0844  4.3565  0.8821  -1.436
C  -2.8312  5.7905  1.4227  0.555
C  -1.4536  6.0354  1.9311  -0.497
O  -1.5295  7.0936  2.8529  -0.377
C  -0.1541  7.5446  3.1517  -0.716
N  -3.2498  6.6828  0.3360  -0.806
H  -2.8723  3.5981  1.6357  0.333
H  -2.6027  4.0263  -0.0382  0.328
H  -4.1216  4.2145  0.5787  0.367
H  -3.6153  5.9566  2.1614  0.230
H  -0.8028  6.3581  1.1184  0.385
H  -1.1836  5.0887  2.3990  0.279
H  0.0408  8.3749  2.4729  0.258
H  0.5273  6.7057  3.0102  0.316
H  0.0779  7.9469  4.1378  0.278
H  -4.2554  6.6932  0.4292  0.257
H  -3.0745  7.6722  0.4383  0.247
C  4.1892  -2.1571  4.1067  -1.524
C  5.3543  -1.2863  3.6884  0.711
C  5.4295  0.0159  4.5579  -0.728
O  4.5520  1.0521  4.1964  -0.252
C  4.8305  2.2790  4.8786  -0.734
N  6.5967  -1.9663  3.8699  -0.754
H  3.3569  -1.5668  4.4898  0.293
H  4.4173  -2.7470  4.9944  0.421
H  3.7914  -2.8090  3.3289  0.369
H  5.1820  -1.0883  2.6304  0.241
H  6.4232  0.4297  4.3861  0.335
H  5.2149  -0.2091  5.6026  0.311
H  4.4674  2.1491  5.8981  0.307
H  4.3456  3.1401  4.4185  0.219
H  5.9082  2.4400  4.8519  0.305
H  7.3181  -1.4777  3.3590  0.233
H  6.6041  -2.8826  3.4450  0.244
C  0.2297  -3.1949  -6.0198  -1.716
C  0.0378  -3.6509  -7.4068  0.793
C  -0.7647  -2.6645  -8.3241  -0.738
O  -2.0542  -2.2433  -7.8169  -0.352
C  -3.1253  -3.1282  -7.9902  -0.652
N  1.3461  -3.9282  -7.9329  -0.722
H  -0.7509  -2.9258  -5.6274  0.360
H  0.6879  -2.2243  -5.8295  0.410
H  0.6960  -3.8636  -5.2963  0.396
H  -0.4285  -4.6121  -7.1905  0.104
H  -0.8550  -2.9773  -9.3643  0.393
H  -0.1129  -1.7944  -8.4024  0.367
H  -3.0613  -4.0625  -7.4325  0.267
H  -3.2659  -3.3964  -9.0373  0.304
H  -3.9501  -2.5052  -7.6441  0.234
H  1.9393  -3.8793  -7.1169  0.259
H  1.8033  -3.1342  -8.3579  0.294
C  -2.8217  -4.3183  3.8321  -1.374
C  -3.0509  -3.3012  4.9421  0.358
C  -1.8937  -2.2852  4.9569  -0.499
O  -2.1936  -1.1533  5.7534  -0.352
C  -1.3757  -0.0071  5.4186  -0.697
N  -4.2499  -2.5789  4.6195  -0.746
H  -1.9200  -4.8263  4.1741  0.360
H  -2.5501  -4.0178  2.8202  0.336
H  -3.6381  -5.0301  3.7097  0.384
H  -3.4485  -3.8471  5.7978  0.239
H  -1.8476  -1.9114  3.9341  0.384
H  -1.0264  -2.9108  5.1678  0.241
H  -1.1590  0.7371  6.1850  0.310
H  -1.7568  0.6216  4.6138  0.311
H  -0.3770  -0.3059  5.1003  0.224
H  -4.1714  -2.2230  3.6776  0.240
H  -4.3144  -1.7448  5.1854  0.286
C  5.2696  3.1887  -1.2827  -1.319
C  5.4834  4.5897  -1.8951  0.391
C  4.4378  5.6626  -1.3302  -0.811
O  4.6140  7.0427  -1.6595  -0.366
C  3.6740  7.9289  -1.0612  -0.589
N  6.8415  5.0020  -1.6517  -0.746
H  5.5087  3.1665  -0.2195  0.328
H  5.7444  2.4206  -1.8931  0.301
H  4.2428  2.8348  -1.1905  0.357
H  5.4024  4.5817  -2.9820  0.320
H  4.4374  5.5432  -0.2467  0.392
H  3.3891  5.4390  -1.5260  0.404
H  3.6475  8.8922  -1.5705  0.240
H  3.8877  8.1538  -0.0162  0.269
H  2.7547  7.3434  -1.0787  0.238
H  6.8972  5.1990  -0.6627  0.282
H  6.9588  5.9634  -1.9381  0.311

Results
E, eV: -50324.8110
Multiplicity: 1
F_max, eV/A: 3.8
SMILES string: COC[C@H](C)N.COC[C@H](C)N.COC[C@H](C)N.COC[C@H](C)N.COC[C@H](C)N.COC[C@H](C)N.CO
Energy relative to the best compared isomer or geometry (same formula, charge and spin), kcal/mol: 135.1
Kohn-Sham gap, eV: 9.2